Record 1
{
  "formula": "C5H37N2O11",
  "method": "the ωB97M-V functional and the def2-TZVPD basis",
  "species": ["O", "H", "H", "C", "H", "H", "H", "N", "H", "H", "H", "H", "H", "H", "O", "H", "H", "C", "O", "H", "H", "H", "O", "C", "O", "O", "H", "H", "H", "H", "O", "H", "H", "H", "H", "O", "C", "C", "H", "O", "H", "H", "N", "H", "H", "H", "H", "O", "H", "H", "H", "H", "H", "H", "O"],
  "positions_angstrom": [[2.3488, -0.9947, -3.6011], [2.8894, -1.1459, -2.8040], [3.3361, -0.6563, 0.2580], [-2.2169, 0.9852, -1.9921], [-1.1335, 3.9688, -0.2790], [4.4592, -1.4216, 1.0741], [-0.7310, 0.7096, -0.1943], [-0.8757, 0.8804, -2.6178], [3.0065, -0.6442, -4.2148], [1.0195, 2.1070, 1.1466], [-3.4942, -0.1771, -0.5347], [0.9261, -2.7811, 3.6910], [0.2087, 2.7915, 2.7190], [0.5311, -2.8984, -2.3861], [-2.6455, 2.1137, 1.7798], [0.9587, -0.0392, 0.3853], [1.3654, -1.7478, 0.5420], [-0.7972, -1.2356, 0.4587], [-0.7205, 3.1364, -0.0424], [-0.3308, 2.6431, -0.7762], [0.8412, -0.7063, 1.8803], [1.5522, 1.2698, -1.9536], [1.7808, -3.2031, 3.4902], [-0.9575, 0.8979, -4.0737], [3.5471, -1.1186, 1.0722], [1.4122, 1.7159, -1.1137], [-2.4792, -1.1070, -1.6123], [0.9401, -3.6344, 1.9834], [-1.3252, -1.7663, 1.2326], [0.0735, 1.1268, -4.4447], [1.8153, 2.4821, 1.5518], [2.1521, 2.1536, -0.6824], [-2.2359, 1.9637, -1.5253], [-0.6279, 3.3189, 3.9715], [0.2119, -4.4885, 0.9471], [-0.6169, 2.6815, 3.2510], [-2.5184, -0.1293, -0.9926], [0.6656, -0.9971, 0.8098], [-2.9675, 1.1662, -2.7554], [0.2311, -3.5928, 1.3080], [-2.9552, 2.6336, 1.0239], [-1.2076, -0.1364, -4.4829], [-1.4575, 0.0478, 0.0739], [-0.8404, -0.4574, 4.3913], [-1.7704, 2.5194, 1.9850], [-0.4100, 0.0146, -2.2919], [-1.5296, 1.6357, -4.6788], [0.2193, -3.7100, -1.9709], [-0.8021, -1.9586, -0.3920], [-1.3448, 0.4175, 3.2306], [2.2202, -2.4466, 3.0717], [0.8184, -4.1070, -1.3371], [2.2072, 1.7710, 2.0757], [-1.8675, 0.5535, 0.9146], [-0.8784, -0.4038, 3.4305]],
  "atomic_forces_ev_per_a": [[0.51, 0.20, 0.79], [-0.37, -0.10, -0.41], [0.43, -0.05, -0.08], [-0.32, 1.03, -0.16], [0.29, -0.03, -0.56], [0.06, 0.21, -0.35], [0.02, -0.09, -0.66], [-1.08, -0.18, 0.52], [-0.21, -0.05, -0.24], [0.26, 0.07, -0.14], [-0.23, 0.61, 0.19], [0.13, -0.45, 0.31], [-0.42, 0.33, 0.96], [0.65, -0.40, 0.33], [0.19, -0.12, -0.61], [0.32, -0.04, -0.81], [0.10, -0.62, -0.34], [1.27, -1.53, -0.63], [-0.06, -0.51, 0.99], [0.22, 0.77, -0.64], [-0.49, -0.91, -0.63], [0.61, 0.39, -0.03], [-0.45, 0.94, -0.19], [1.95, -1.56, -2.05], [-0.29, -0.13, 0.56], [-0.99, -0.15, 0.52], [0.71, 1.21, 1.56], [-0.23, -0.05, -0.07], [-0.36, 0.34, 0.38], [-0.60, -0.45, 0.21], [-0.26, -0.09, 0.19], [0.46, -0.14, -0.52], [-0.11, 0.09, 0.76], [0.19, 0.09, -0.15], [-0.26, 0.10, 0.14], [0.86, -0.17, -0.58], [0.58, -0.37, -1.94], [-0.31, 2.31, 1.72], [-0.30, -0.90, -0.23], [0.28, -0.87, -0.16], [-0.08, -0.23, 0.21], [0.08, 1.25, 0.31], [-0.80, -0.93, 1.04], [-0.13, 0.16, -0.04], [-0.69, -0.08, 0.37], [-0.39, 0.60, -0.73], [-0.32, -0.17, 1.53], [-1.09, -0.06, -0.30], [-0.23, 0.88, 0.31], [0.05, 0.13, 0.37], [0.48, -0.22, 0.04], [0.48, 0.59, -0.15], [0.01, -0.01, -0.07], [-0.14, -0.42, -0.76], [-0.02, -0.16, -0.09]],
  "spin_multiplicity": 1,
  "charge": 1
}

Record 2
{
  "formula": "C5H37N2O11S",
  "method": "the ωB97M-V functional and the def2-TZVPD basis",
  "species": ["C", "N", "H", "H", "H", "H", "N", "H", "H", "H", "H", "O", "H", "C", "H", "H", "H", "O", "C", "H", "O", "O", "H", "O", "H", "H", "H", "H", "H", "C", "O", "H", "C", "H", "H", "H", "H", "H", "H", "O", "H", "H", "H", "H", "H", "O", "H", "O", "O", "O", "H", "H", "H", "S", "H", "H"],
  "positions_angstrom": [[-1.2753, 0.0862, -2.0408], [-0.7203, -2.4606, -1.7932], [3.7309, 1.0750, 1.5606], [-0.6949, 0.5923, 2.2693], [-2.0780, 0.4209, -1.4411], [-1.5159, -1.3716, -3.6303], [1.2418, -0.9053, 0.4209], [-3.2148, -0.9700, 1.3500], [2.1916, -1.2894, -3.9355], [-1.4091, 1.9593, 0.6354], [2.1321, 4.2842, -3.1432], [1.6865, -0.8562, -3.0716], [-1.2532, -1.6603, 0.2060], [-0.7755, -2.4757, -0.3591], [3.0300, -1.0600, -2.1369], [-4.1120, -0.5953, 3.3078], [1.2441, 3.0508, 2.8082], [-0.5364, 1.5502, 0.7658], [0.5299, -3.1883, 1.5623], [-1.4766, -3.3980, -0.1370], [-3.3831, -0.2377, 3.8888], [2.8446, 3.5594, -0.6549], [1.2742, 1.8380, 3.8704], [3.4559, -1.1275, -1.1950], [1.6848, 0.1159, -3.2944], [-4.7450, -1.0384, 0.8087], [1.4570, -2.9272, -0.4490], [-0.0981, 2.0478, 1.3169], [-1.3556, 0.6636, -4.7159], [-1.5369, -1.3783, -2.4515], [3.6221, 0.6018, 2.2890], [-3.5900, 2.8251, 0.7859], [0.5536, -2.5244, 0.2257], [-1.3519, 0.3013, 3.5884], [-3.7650, 1.4039, 0.9519], [0.6051, -0.2396, 0.3006], [2.2092, 4.0199, -1.3547], [-2.6584, -1.6855, -2.3766], [1.9894, -0.9336, -0.2498], [1.8599, 3.4326, -3.5146], [-0.3348, 0.1462, -1.5702], [-3.4450, 0.7296, 3.5036], [1.7269, -0.8242, 1.3566], [-0.2031, -2.8583, 2.2771], [4.2986, -1.5312, -1.0544], [-4.1353, -0.4594, 1.2403], [1.5446, -3.1231, 2.0003], [-3.2421, 2.0406, 0.6224], [1.5819, 2.1807, 2.9919], [-0.4287, 0.3591, 3.1818], [3.3896, 2.8588, -1.1105], [0.1745, -2.3794, -2.2064], [3.1602, 1.0583, 3.0385], [-1.1429, 1.3000, -3.5013], [0.9674, 3.2574, -3.1106], [0.2918, -4.2606, 1.3731]],
  "atomic_forces_ev_per_a": [[-0.52, -0.96, -2.40], [-2.17, 2.48, -1.90], [0.40, 3.91, -4.40], [0.56, 0.01, 0.28], [-0.57, 0.77, 0.75], [0.82, -0.75, 2.27], [2.21, -6.36, 2.23], [-3.26, 1.53, -0.45], [-2.13, 1.67, 3.08], [-0.22, -0.23, -0.08], [-0.02, -0.09, -0.51], [2.23, -0.44, -3.83], [-0.34, 0.39, -0.77], [-2.08, -1.47, -0.67], [1.38, -0.46, 1.99], [1.03, 0.03, 0.97], [-0.11, 0.59, 0.57], [-3.71, -4.17, -4.96], [1.51, -1.21, 0.15], [1.77, 1.43, 0.41], [-1.29, 2.70, -2.22], [-1.22, 0.53, -2.06], [-0.21, 0.85, -1.34], [-1.95, 0.79, -1.03], [-0.23, -1.11, 0.14], [-0.48, -0.77, -0.56], [-2.37, 0.57, 1.38], [4.09, 4.29, 4.68], [0.07, -0.20, 1.35], [-2.14, -1.30, -2.34], [-0.92, -4.30, 5.92], [-2.54, 5.56, 1.06], [4.00, 0.58, 0.43], [1.80, -0.38, -0.25], [-3.05, -3.88, 1.73], [-3.38, 3.86, -0.55], [2.45, -2.04, 2.25], [1.73, 0.78, 0.54], [0.89, 0.46, -0.83], [-1.23, -0.12, 0.85], [0.95, 0.31, 0.66], [0.33, -2.50, 1.49], [-0.82, 0.09, -0.95], [-0.33, 0.62, 0.10], [0.71, -0.38, -0.59], [3.56, -0.96, 0.86], [-0.62, -0.24, 0.11], [5.59, -1.44, -2.93], [0.09, -0.91, 0.84], [-2.55, -0.31, 0.45], [-1.17, 1.38, 0.22], [1.24, 0.02, 0.20], [0.74, 0.02, -1.94], [0.00, -0.06, 0.22], [1.13, 0.20, -0.77], [0.36, 0.62, 0.13]],
  "spin_multiplicity": 1,
  "charge": 1
}

Record 3
{
  "formula": "C5H37N2O13",
  "method": "the ωB97M-V functional and the def2-TZVPD basis",
  "species": ["N", "H", "H", "H", "H", "H", "H", "H", "O", "C", "O", "H", "O", "C", "H", "H", "O", "O", "O", "H", "O", "H", "H", "H", "H", "O", "H", "O", "H", "O", "H", "C", "H", "H", "H", "H", "H", "H", "O", "H", "H", "H", "H", "O", "O", "C", "H", "C", "H", "H", "H", "H", "H", "H", "N", "H", "H"],
  "positions_angstrom": [[1.3270, -1.7654, 0.1272], [0.1690, 1.7828, -1.7862], [-0.4932, -0.6627, 0.1630], [-3.1102, 0.2605, -0.8940], [-2.4802, 1.2055, 2.6079], [-1.2271, 2.6208, 1.3591], [-0.7286, 3.5354, 0.4093], [2.1376, 3.5744, 0.4685], [-1.9767, 2.0654, 2.8175], [-0.2474, -3.5441, 0.4289], [-0.7051, -0.1866, -2.6864], [1.9735, 0.2886, 1.7810], [-0.9197, 2.5424, 0.4735], [2.6989, -1.6879, -0.4937], [-1.6826, 2.0210, -1.1570], [-1.3101, 0.3313, -2.1309], [-2.6253, -0.4458, 2.1057], [-2.3474, 1.6004, -1.5982], [-3.2515, -0.5327, -0.3514], [-3.4752, -3.0549, -1.9901], [-1.2755, -4.1561, 0.2635], [3.1394, 1.6245, -0.6529], [-0.1591, -2.0986, -1.2782], [3.1551, -0.7692, -0.0992], [-1.1816, -0.9216, -2.7915], [-2.6605, -2.7856, -1.5809], [-3.0141, -1.1155, 2.6531], [2.9762, 1.0398, -2.0946], [-0.0136, -0.4414, 3.0204], [1.2655, 3.6787, -0.0516], [2.0422, 1.3054, -2.2552], [0.3672, -2.7076, -0.5265], [2.5362, -1.4677, -1.5779], [-2.7377, 2.5817, 3.0601], [0.9966, -3.2826, -1.2137], [1.8455, -2.7562, 3.1568], [1.6560, -1.7815, 1.9281], [3.4233, 1.3143, -2.8545], [3.3233, 1.9649, 0.2477], [4.2945, 1.6948, 0.3638], [-1.0636, 0.1693, 1.7210], [-3.0400, -0.5190, 1.1121], [1.2456, 1.4238, 0.9550], [0.6847, 2.0036, -2.5196], [1.3213, -1.9516, 2.9950], [0.9756, 0.3324, 1.2936], [0.1366, -3.5643, 1.4413], [0.6499, -0.4027, 0.0188], [-3.0766, -1.2739, -0.8445], [-0.3619, 1.1483, 2.8035], [-2.7912, 2.3381, -2.0902], [3.4226, -2.4988, -0.3142], [1.7443, 3.7609, -0.8786], [-2.4024, -3.6084, -1.0118], [-0.1718, 0.3093, 2.2911], [0.4053, 1.4910, -3.3166], [0.6171, -0.0273, -1.0261]],
  "atomic_forces_ev_per_a": [[-0.09, 0.67, -0.41], [-1.33, -0.56, 1.55], [1.95, 0.43, -0.41], [-0.07, 0.13, 0.22], [1.00, 0.64, 0.17], [-1.16, -0.98, 1.71], [0.44, -1.95, -0.85], [-2.01, -0.04, -0.31], [-1.51, -1.34, 0.07], [-2.40, -1.02, 1.77], [2.43, 3.87, 0.73], [-0.81, -1.40, -0.19], [0.36, 2.76, -1.39], [-1.03, 1.20, -0.72], [2.80, 2.04, 2.97], [0.01, 0.35, -0.43], [-1.15, 0.40, -2.11], [-3.73, -0.23, -3.12], [-1.03, 3.35, 2.22], [-0.63, -0.14, -0.51], [-0.60, -0.60, -0.47], [0.17, 0.10, -0.21], [-0.87, -0.77, 0.63], [-0.04, -0.27, -0.02], [-2.75, -5.04, -1.14], [0.72, -1.78, 1.06], [-0.35, -0.54, 0.40], [-0.83, -1.17, 1.23], [-0.32, 0.35, -1.28], [2.90, 0.25, 0.96], [0.09, 0.16, -0.04], [3.96, 2.18, -2.72], [0.58, -0.47, 0.57], [-0.23, 1.06, 0.49], [-0.11, -0.79, 0.15], [-0.41, 0.37, 0.48], [-1.71, -0.76, 3.15], [1.37, 0.68, -1.79], [2.58, -0.60, 0.97], [-2.08, 0.75, -0.07], [1.27, -0.54, 1.53], [0.74, 0.00, 1.56], [-1.63, -1.48, 0.83], [1.14, 0.92, -2.90], [1.80, 0.01, -3.63], [1.73, 5.28, -0.66], [0.90, 0.03, 0.30], [-1.95, -3.08, 1.81], [0.80, -3.53, -1.99], [0.43, 1.00, 0.23], [0.38, -1.17, 0.40], [-0.90, -0.10, 0.04], [-0.51, 0.23, -0.95], [-0.04, 1.89, -0.95], [1.00, -1.43, -1.21], [-0.25, 0.37, 1.23], [1.01, 0.33, 1.04]],
  "spin_multiplicity": 1,
  "charge": 1
}

Record 4
{
  "formula": "C5H37N2O13",
  "method": "the ωB97M-V functional and the def2-TZVPD basis",
  "species": ["N", "H", "H", "C", "O", "H", "O", "H", "H", "H", "H", "C", "O", "H", "H", "C", "H", "H", "H", "H", "H", "H", "O", "H", "C", "H", "O", "H", "H", "H", "H", "O", "H", "H", "O", "H", "H", "H", "H", "O", "H", "H", "H", "H", "N", "H", "O", "H", "H", "O", "O", "H", "H", "H", "O", "O", "C"],
  "positions_angstrom": [[-1.8706, -1.2679, -1.0748], [3.8789, 1.4128, 0.2542], [-0.0759, -1.4246, -0.0664], [3.2591, 0.8352, -0.5098], [1.9326, -1.0775, -3.9234], [-2.5115, -0.4606, -1.3785], [-1.7451, 3.6309, -2.1224], [-4.0836, 0.9116, 0.5249], [1.4300, -2.7552, -2.9909], [1.6539, -0.3622, -3.4714], [-0.9176, 0.2550, 0.2326], [-0.6277, -0.6198, -0.4785], [2.6811, 0.3717, 3.6899], [-0.6730, -1.3586, 3.3313], [-0.9128, 3.4683, -1.6382], [1.6849, 2.3319, 0.5378], [-2.9598, 1.7323, -0.1664], [0.3702, 1.6536, -4.4586], [0.9699, -4.2178, 1.0335], [1.5391, 1.5303, -2.2324], [-1.8073, 1.9952, 2.0985], [3.5256, -0.2254, -0.6300], [-0.5213, 0.0555, -2.8387], [0.4322, 3.1150, -3.8865], [-0.0378, 0.1674, -1.7503], [0.2126, -3.4876, 3.9873], [-2.4284, -3.2090, 0.9924], [1.5131, 3.0894, -0.2128], [-0.9938, 2.1930, 4.3667], [0.9626, 2.4265, 1.3768], [-2.5077, -2.5710, 1.6414], [-1.0302, 1.7686, 3.5087], [0.8307, -2.8086, 2.7906], [3.5847, 1.3944, -1.3740], [-1.5614, -0.9809, 3.4795], [-1.7382, -1.9245, -1.8576], [-2.1964, 3.6428, 1.6732], [2.4085, -2.0604, -1.8682], [-1.4139, 0.8960, 3.6618], [1.2813, -3.3552, 1.2598], [1.5006, 0.0820, 0.3966], [-2.3729, -1.6658, -0.2404], [2.7032, 2.4637, 0.9821], [2.8078, -1.0317, -4.2293], [1.0823, 0.9433, -1.5358], [2.2380, -3.3829, 0.8610], [0.3959, -2.5643, 3.6618], [-1.8058, -1.6423, 4.1177], [-1.6021, 2.7756, -2.7086], [0.4353, 2.1860, -3.6086], [-3.5415, 0.8733, -0.2638], [2.4644, -0.5324, 3.4900], [2.0259, 0.8479, 3.2034], [-3.1591, -3.7461, 0.7919], [-2.1298, 2.6739, 1.3232], [1.7458, -2.8811, -1.9828], [1.7353, 0.9703, -0.2221]],
  "atomic_forces_ev_per_a": [[-1.62, 2.23, 1.40], [-0.67, -1.78, -0.55], [1.03, -0.36, 0.47], [0.78, 0.20, 0.92], [-0.51, -4.21, -2.24], [0.81, -1.26, 0.33], [1.46, -3.36, -1.46], [-0.19, 0.05, 0.18], [1.35, -0.12, 3.39], [-1.08, 3.92, 2.15], [0.12, -2.05, -0.81], [-1.29, 2.73, -2.10], [0.59, -0.02, 0.23], [0.18, 0.22, -0.14], [-0.44, 0.76, 0.37], [-0.06, -0.65, 0.89], [-1.54, -1.89, 0.05], [-0.04, 0.97, 1.54], [-0.66, -0.99, -0.29], [-0.92, -0.39, -0.11], [-0.91, 3.41, -1.90], [0.36, 0.44, 0.09], [-1.48, -1.03, -0.85], [0.05, -0.15, -0.12], [2.51, 0.41, 1.42], [0.11, 1.48, -0.02], [2.73, -0.78, -2.55], [-0.08, 0.51, 0.04], [-0.04, 0.23, 0.15], [0.06, -0.11, -0.79], [-1.00, 1.63, 2.56], [0.27, -0.32, 0.00], [-0.31, 0.43, 0.75], [-0.34, -0.02, -0.86], [-0.18, 0.35, -0.67], [0.33, 0.32, 0.59], [0.35, -3.03, -0.59], [-2.36, -2.86, -0.70], [0.09, -0.65, 0.34], [3.30, 0.73, -1.15], [-0.36, 0.67, -0.36], [0.44, -0.49, -1.24], [-1.24, 0.34, -0.23], [1.70, 0.57, -0.49], [-0.78, -1.33, 2.51], [-2.61, 0.28, 1.11], [0.88, -2.31, -0.61], [-0.84, -0.15, 0.74], [-1.00, 2.49, 1.16], [0.02, 0.25, -2.39], [1.85, 1.85, -0.27], [0.01, -0.78, 0.15], [-0.70, 0.81, -0.36], [-1.77, -0.67, 0.31], [0.43, 0.17, 1.86], [0.91, 2.72, -2.16], [2.27, 0.57, 0.32]],
  "spin_multiplicity": 1,
  "charge": 1
}

Taking the records one at a time from the top gives Kohn-Sham gap values of 9.6, 9.5, 10.1, 10.2 eV.
Taking the records one at a time from the top gives E_tot values of -31281.5473, -42113.9679, -35375.0539, -35376.0920 eV.